Formula: C34H52ClO31PS
Source: the OMol25 dataset
Level of theory: ωB97M-V/def2-TZVPD

Each line ends with the Mulliken charge.
Positions of all 120 atoms, in Å:
C1 -5.2378 -1.7534 0.0056  -1.15
C2 -4.7182 -0.3567 -0.3348  -0.05
O1 -3.8444 -0.3872 -1.4588  -0.41
C3 -2.6006 0.2522 -1.2823  -0.97
C4 -1.3911 -0.7189 -1.2661  0.32
C5 -1.7659 -2.1546 -1.0828  -0.69
O2 -1.7104 -2.9816 -2.2893  -0.46
S1 -2.2768 -4.3772 -1.7217  1.27
O3 -1.8406 -5.3659 -2.6288  -0.67
O4 -3.6785 -4.4134 -1.5144  -0.43
O5 -1.4534 -4.3335 -0.3388  -0.34
C6 -0.9032 -2.9896 -0.1207  0.98
C7 -1.2571 -2.4928 1.2953  -0.62
C8 -0.2292 -1.5969 1.9951  -0.32
C9 -0.9161 -0.6165 2.9090  -0.60
O6 -1.7257 -1.2899 3.8477  -0.48
C10 -2.8197 -0.4751 4.2245  -0.55
P1 0.8966 -2.8957 -0.7008  0.84
O7 1.8963 -3.2158 0.5626  -0.44
Cl1 1.1022 -4.6057 -1.8781  -0.37
H1 -4.5415 -2.2335 0.6893  0.18
H2 -6.1867 -1.6955 0.5324  0.51
H3 -5.3992 -2.3459 -0.8867  0.20
H4 -4.2549 0.0446 0.5635  0.02
H5 -5.5845 0.2429 -0.6041  0.50
H6 -2.5512 0.9001 -0.4086  0.25
H7 -2.4553 0.8980 -2.1410  0.39
H8 -0.9131 -0.6671 -2.2414  0.48
H9 -0.6358 -0.4083 -0.5559  -0.22
H10 -2.7719 -2.3427 -0.7169  0.13
H11 -1.5541 -3.3363 1.9040  0.57
H12 -2.1606 -1.8939 1.1860  -0.19
H13 0.4272 -1.0534 1.3208  0.13
H14 0.4222 -2.2378 2.5873  0.42
H15 -0.1318 -0.0741 3.4454  0.45
H16 -1.4852 0.1104 2.3287  0.22
H17 -2.5176 0.5328 4.5081  0.25
H18 -3.3560 -0.9072 5.0615  0.33
H19 -3.5230 -0.3870 3.3912  0.13
H20 1.4086 -3.5968 1.3106  0.34
C11 4.5779 -0.4688 -0.4345  -0.18
C12 4.0016 -0.3403 -1.8206  -0.12
O8 2.7798 0.3721 -1.5827  -0.32
C13 2.9224 1.0520 -0.4259  0.48
O9 2.1375 1.8597 -0.0266  -0.64
O10 4.0424 0.6938 0.2249  -0.24
H21 5.6553 -0.4602 -0.4263  0.46
H22 4.2257 -1.3511 0.0835  0.05
H23 4.6291 0.2516 -2.4893  0.16
H24 3.8043 -1.3060 -2.2795  0.31
C14 0.6593 3.9814 2.4055  -0.47
C15 -0.2654 3.1857 1.5338  0.43
O11 -1.1312 2.5569 2.4905  -0.22
C16 -1.1151 3.3163 3.6132  0.47
O12 -1.8556 3.1601 4.5353  -0.63
O13 -0.1551 4.2636 3.5537  -0.35
H25 0.9931 4.8988 1.9321  0.34
H26 1.5310 3.4062 2.7215  0.21
H27 -0.8644 3.8151 0.8750  0.30
H28 0.2631 2.4473 0.9413  -0.16
C17 -7.4956 -6.2763 0.0367  -0.40
C18 -7.1813 -5.3175 -1.0891  0.14
O14 -8.0749 -4.2296 -0.8253  -0.33
C19 -8.3854 -4.2532 0.4944  0.70
O15 -8.9680 -3.3920 1.0655  -0.53
O16 -7.9365 -5.3957 1.0745  -0.34
H29 -6.6313 -6.8508 0.3595  0.30
H30 -8.3069 -6.9636 -0.2113  0.27
H31 -6.1550 -4.9483 -1.0507  -0.05
H32 -7.3686 -5.7405 -2.0727  0.32
C20 5.1695 -5.6133 -0.9177  -0.25
C21 5.6172 -4.6159 -1.9630  -0.34
O17 5.4870 -3.3696 -1.2706  -0.21
C22 5.5578 -3.6210 0.0632  0.71
O18 5.6355 -2.7799 0.8971  -0.50
O19 5.5111 -4.9502 0.3055  -0.37
H33 5.6821 -6.5685 -0.9933  0.31
H34 4.0916 -5.7832 -0.9368  0.15
H35 6.6612 -4.7505 -2.2518  0.27
H36 4.9970 -4.6276 -2.8556  0.30
C23 -2.4180 -0.7758 -5.3196  -0.21
C24 -3.0693 -0.2626 -6.5849  -0.38
O20 -3.7419 0.9144 -6.1290  -0.36
C25 -3.1186 1.3473 -5.0056  0.63
O21 -3.3268 2.3858 -4.4731  -0.53
O22 -2.2190 0.4277 -4.5696  -0.20
H37 -1.4705 -1.2773 -5.5006  0.34
H38 -3.0695 -1.4415 -4.7504  0.16
H39 -2.3401 0.0207 -7.3464  0.26
H40 -3.7762 -0.9670 -7.0153  0.32
C26 -4.1138 6.2679 3.8307  -0.33
C27 -3.9325 7.7358 3.5162  -0.36
O23 -2.6542 7.7564 2.8798  -0.33
C28 -2.4185 6.5243 2.3701  0.66
O24 -1.5162 6.2652 1.6440  -0.49
O25 -3.3495 5.6348 2.8006  -0.24
H41 -5.1526 5.9508 3.7875  0.30
H42 -3.6956 5.9873 4.7987  0.27
H43 -4.6813 8.1093 2.8147  0.26
H44 -3.9316 8.3650 4.4024  0.30
C29 5.4496 4.2353 3.5688  -0.38
C30 4.8605 4.4076 2.1873  -0.03
O26 3.6220 5.0729 2.4622  -0.29
C31 3.7436 5.7106 3.6552  0.69
O27 2.9548 6.4818 4.0886  -0.51
O28 4.8900 5.3422 4.2828  -0.35
H45 6.5354 4.2815 3.5772  0.32
H46 5.1287 3.3086 4.0479  0.27
H47 5.4703 5.0491 1.5486  0.23
H48 4.6855 3.4628 1.6771  0.06
C32 9.2925 2.0081 -3.0661  -0.36
C33 8.3401 1.1978 -3.9178  -0.32
O29 7.4438 0.6556 -2.9414  -0.26
C34 7.4734 1.4635 -1.8517  0.54
O30 6.7200 1.3832 -0.9370  -0.40
O31 8.4725 2.3701 -1.9502  -0.35
H49 9.6677 2.8940 -3.5712  0.30
H50 10.1373 1.4191 -2.7054  0.27
H51 7.7707 1.8160 -4.6137  0.28
H52 8.8334 0.4033 -4.4712  0.28

Values from the calculation:
- E_tot (eV) = -132220.0223
- LUMO level (eV) = 0.10
- highest occupied orbital energy (eV) = -9.470
- net charge = 0

Formula: C34H52F5N16O3S
Source: the OMol25 dataset
Level of theory: ωB97M-V/def2-TZVPD

Each line ends with the Mulliken charge.
Positions of all 111 atoms, in Å:
C1 2.5313 -0.8429 -1.3405  -0.99
N1 2.3968 -2.0613 -0.5321  0.31
C2 3.5730 -2.5318 0.1726  -1.41
C3 3.8718 -1.7677 1.4717  -0.08
C4 2.6526 -1.4004 2.3108  -0.03
C5 2.8113 -0.0520 3.0071  0.62
F1 2.1849 -0.1121 4.2232  -0.34
F2 4.1172 0.2758 3.1992  -0.20
C6 2.1763 1.1324 2.2540  0.28
F3 2.1770 2.2227 3.0681  -0.29
F4 0.9019 0.8854 1.8754  -0.21
F5 2.9344 1.4113 1.1615  -0.11
C7 1.2034 -2.6334 -0.5026  0.53
N2 0.1484 -2.1659 -1.1824  -0.56
C8 -0.8820 -2.9549 -0.8763  0.25
C9 -2.2325 -2.7093 -1.4070  -0.28
C10 -2.7806 -1.3391 -0.9724  -0.90
C11 -2.3389 -0.8248 0.3988  -0.35
C12 -2.6770 -1.7432 1.5836  -0.45
O1 -3.6730 -2.6857 1.2435  -0.35
N3 -0.5129 -3.9288 -0.0340  -0.44
S1 -1.5258 -5.1588 0.5737  -0.05
N4 0.8386 -3.7283 0.2176  0.78
O2 1.5055 -4.5099 1.0737  -0.34
N5 1.6995 -5.9447 0.4750  0.41
O3 2.3608 -5.9233 -0.4437  -0.16
H1 1.9817 -0.0425 -0.8617  0.30
H2 2.2015 -0.9995 -2.3556  0.39
H3 3.5679 -0.5389 -1.3381  0.21
H4 3.5826 -3.5982 0.3372  0.21
H5 4.4121 -2.3297 -0.4830  0.52
H6 4.5916 -2.3241 2.0564  0.58
H7 4.3792 -0.8566 1.1719  0.18
H8 1.7325 -1.3573 1.7390  -0.28
H9 2.4940 -2.1078 3.1161  0.38
H10 -2.9090 -3.4958 -1.1097  0.12
H11 -2.1356 -2.7239 -2.4869  0.43
H12 -2.4807 -0.5859 -1.6903  0.50
H13 -3.8592 -1.3950 -0.9672  0.21
H14 -1.2866 -0.5610 0.4050  0.02
H15 -2.8735 0.1072 0.5534  0.56
H16 -1.7905 -2.2602 1.9596  -0.02
H17 -3.0412 -1.1292 2.4040  0.50
H18 -4.4571 -2.5356 1.7998  0.39
H19 -1.5151 -4.8039 1.8725  0.17
C13 8.2156 -1.8659 -0.6189  -0.70
C14 7.0689 -1.1675 -1.1753  0.49
N6 6.1932 -0.5732 -1.6151  -0.46
H20 8.5565 -1.3315 0.2675  0.13
H21 7.9349 -2.8816 -0.3455  0.28
H22 9.0231 -1.9028 -1.3467  0.32
C15 -6.9354 -2.9891 -1.0921  0.19
C16 -5.8177 -3.7559 -1.6224  0.39
N7 -4.9304 -4.3485 -2.0397  -0.51
H23 -6.7445 -2.7506 -0.0429  -0.36
H24 -7.0447 -2.0639 -1.6582  -0.01
H25 -7.8540 -3.5688 -1.1717  0.39
C17 -8.1943 -0.7391 2.9695  -0.90
C18 -7.1218 -1.5425 2.4069  0.51
N8 -6.2782 -2.1784 1.9634  -0.64
H26 -7.9597 -0.4882 4.0022  0.34
H27 -8.3093 0.1744 2.3984  0.19
H28 -9.1280 -1.2952 2.9394  0.30
C19 -10.1018 1.0739 -0.8503  -0.67
C20 -10.2266 1.1449 0.6002  0.32
N9 -10.3248 1.2007 1.7400  -0.45
H29 -9.2139 1.6125 -1.1735  0.30
H30 -10.0164 0.0381 -1.1678  0.20
H31 -10.9811 1.5158 -1.3147  0.29
C21 4.5789 3.5799 -0.6356  0.21
C22 4.2982 3.7199 -2.0581  0.29
N10 4.0822 3.8388 -3.1769  -0.49
H32 4.3856 2.5585 -0.3220  -0.21
H33 5.6253 3.8155 -0.4326  -0.11
H34 3.9431 4.2549 -0.0643  0.33
C23 -9.1007 -2.0281 -4.6714  -0.87
C24 -8.4964 -0.9681 -3.8794  0.46
N11 -8.0343 -0.1177 -3.2657  -0.47
H35 -9.9259 -1.6129 -5.2475  0.33
H36 -8.3606 -2.4484 -5.3490  0.32
H37 -9.4736 -2.8131 -4.0162  0.27
C25 4.9127 0.3148 6.2349  -0.41
C26 5.7498 1.1684 7.0679  0.15
N12 6.4081 1.8460 7.7140  -0.37
H38 4.2639 0.9288 5.6182  0.05
H39 5.5409 -0.3007 5.5939  0.22
H40 4.3014 -0.3314 6.8616  0.36
C27 8.9492 4.2079 -1.9574  -0.90
C28 8.2636 3.9027 -0.7097  0.44
N13 7.7161 3.6643 0.2682  -0.60
H41 8.2743 4.0453 -2.7956  0.30
H42 9.2716 5.2473 -1.9520  0.31
H43 9.8176 3.5620 -2.0653  0.31
C29 7.4317 2.0157 2.6760  -0.03
C30 8.3301 0.9710 2.1993  0.44
N14 9.0554 0.1676 1.8231  -0.56
H44 7.6953 2.2901 3.6961  0.29
H45 7.5141 2.8922 2.0349  0.27
H46 6.4051 1.6556 2.6537  -0.27
C31 -10.3130 3.3009 -4.3898  -0.85
C32 -10.5342 1.9601 -4.9141  0.42
N15 -10.7097 0.9118 -5.3380  -0.41
H47 -9.2457 3.4751 -4.2709  0.26
H48 -10.7218 4.0365 -5.0787  0.33
H49 -10.8037 3.4069 -3.4248  0.25
C33 5.0963 7.1084 -2.3573  -0.46
C34 6.3049 7.8819 -2.1017  0.28
N16 7.2647 8.4724 -1.8995  -0.38
H50 4.9150 6.4330 -1.5249  -0.05
H51 4.2424 7.7727 -2.4699  0.32
H52 5.2155 6.5245 -3.2671  0.28

Values from the calculation:
- E_tot (eV) = -90494.7296
- LUMO level (eV) = -4.28
- highest occupied orbital energy (eV) = -12.166
- net charge = +1

> Among the records above, which one has the highest net charge?

C34H52F5N16O3S

> Which formula does entry 2 have?

C34H52F5N16O3S

> What is the formula in the first record?

C34H52ClO31PS